Record 1
Computed, not measured: a molecular structure, C28H33N4O4S6W, with ωB97M-V/def2-TZVPD.

Geometry as XYZ:
```
76
C28H33N4O4S6W | the OMol25 dataset | ωB97M-V/def2-TZVPD
H -0.61 4.34 1.64
C 4.90 3.73 -1.35
C 0.67 -0.46 3.98
C -4.35 0.99 -0.80
C -3.28 -4.90 -0.55
H -1.31 1.86 2.20
H 1.18 -3.46 -0.16
H -2.49 -1.21 0.23
H 5.83 1.87 -1.90
N -1.58 1.33 -0.75
S 0.06 2.62 -2.48
C 4.48 -1.92 -0.42
S -0.78 -2.10 -1.98
C -2.00 -2.92 -0.98
C 3.81 1.61 -1.27
S 2.78 -1.99 -1.01
C 1.03 0.82 3.61
H -1.61 0.59 -2.68
H -4.61 -5.65 1.97
W 0.70 0.85 -0.94
C -3.71 1.53 0.30
C 0.19 -0.90 1.69
C 4.94 2.36 -1.53
H 2.39 -3.01 1.11
C -0.73 3.52 0.91
H 4.51 -1.66 0.64
C -2.34 1.72 0.30
H 1.05 3.27 2.66
C 0.94 1.19 2.27
H -4.01 0.27 -2.81
O 2.12 -0.75 -0.37
H -2.54 3.04 1.91
H 1.65 4.80 0.71
S 1.45 1.10 -4.67
C -2.70 -2.25 0.01
C -1.72 2.50 1.43
H -0.14 -1.55 0.89
H -0.09 -2.34 3.23
H -4.24 -2.40 1.50
C -2.29 -4.25 -1.26
N 2.66 2.14 -0.82
C -2.22 0.86 -1.84
H 3.64 5.34 -0.67
C -3.59 0.67 -1.91
N 0.55 0.34 1.31
H 1.35 1.55 4.34
H 3.80 0.55 -1.45
H -5.70 -4.29 1.76
C 2.64 3.46 -0.61
H 5.76 4.35 -1.56
H -5.67 -5.59 0.57
H 4.91 -2.90 -0.59
C -3.69 -2.92 0.72
H -4.28 1.86 1.16
C -3.99 -4.25 0.45
H -1.12 3.96 -0.01
S 1.79 -0.03 -2.99
C 1.29 2.58 1.85
C 2.23 -3.31 0.07
H -3.50 -5.94 -0.78
H 2.79 -4.21 -0.16
C 3.73 4.28 -0.86
C -5.05 -4.98 1.23
H -5.43 0.85 -0.80
C 0.23 -1.33 3.00
O 0.34 -3.00 -2.10
S 1.63 2.96 -3.77
H 0.72 -0.77 5.02
O -1.41 -1.66 -3.19
H 2.37 2.64 1.69
H -1.74 -4.77 -2.03
N 0.60 2.97 0.61
C 1.39 4.03 -0.03
H 0.79 4.50 -0.81
O -0.43 -0.94 -1.07
H 5.03 -1.19 -1.01
```

Properties
- Strongest force on any atom: 0.590 eV/Å
- Lowest unoccupied orbital energy (alpha / beta): -2.8 / -2.7 eV
- HOMO-LUMO gap (alpha / beta): 6.6545 / 6.6357 eV
- Charge: +1

Mulliken population analysis, charges in e, atoms 1 to 6: H 0.4344; C -0.7101; C -0.7808; C -0.7120; C -0.8284; H 0.1779

---

Record 2
Computed, not measured: a molecular structure, C4H6ClLaO6P at a distorted geometry, with ωB97M-V/def2-TZVPD.

Geometry as XYZ:
```
19
C4H6ClLaO6P | the OMol25 dataset | ωB97M-V/def2-TZVPD
Cl 3.41 1.23 -1.39
O 0.59 0.47 1.28
P -2.31 0.39 -0.12
O 2.73 -0.28 0.82
C -0.59 -0.03 -0.85
H -0.38 -1.19 -0.71
C 1.46 -0.69 1.51
H 2.24 -0.85 -1.11
H -0.63 0.13 -2.03
O 1.19 -1.85 2.14
H 0.64 1.93 -0.40
O -3.27 0.96 -1.26
O -2.29 1.45 1.26
O -3.00 -1.14 0.45
C 2.18 0.16 -0.50
H -3.71 -0.93 1.16
H -1.60 2.18 1.18
La 2.69 -2.71 -1.29
C 0.67 0.77 -0.17
```

Properties
- Strongest force on any atom: 10.220 eV/Å
- Lowest unoccupied orbital energy: -16.2 eV
- HOMO-LUMO gap: 2.7480 eV
- Charge: +3

Mulliken population analysis, charges in e, atoms 1 to 6: Cl 0.0693; O -0.1497; P 0.9475; O -0.2199; C -0.5637; H 0.0808